(1)
DFT (ωB97M-V with the def2-TZVPD basis set) results for a structure of composition C32H42GeN6S2SeSn in a non-equilibrium geometry.

Summary:
net charge = +2
E_LUMO = -4.833 eV
gap between HOMO and LUMO = 0.28386 Ha
electronic energy = -7061.73284 Eh
HOMO level = -12.56 eV

Geometry (Å):
Sn 0.762 0.014 -0.488
C 3.272 -1.251 1.746
C 2.891 -2.694 1.414
C 1.420 -3.001 1.404
C 1.014 -4.309 1.666
C -0.333 -4.616 1.697
C -1.244 -3.589 1.492
C -0.760 -2.328 1.217
N 0.539 -2.036 1.142
N 3.149 -0.271 0.653
C 4.127 -0.540 -0.396
C 3.872 0.228 -1.665
C 4.802 0.178 -2.699
C 4.570 0.905 -3.852
C 3.444 1.715 -3.918
C 2.590 1.728 -2.834
N 2.771 0.972 -1.753
C 3.423 1.065 1.201
C 2.303 1.594 2.049
C 2.539 2.392 3.162
C 1.462 2.907 3.864
C 0.177 2.596 3.441
C 0.030 1.801 2.320
N 1.065 1.323 1.635
H 4.311 -1.261 2.110
H 2.623 -0.907 2.553
H 3.350 -3.334 2.174
H 3.305 -3.017 0.454
H 1.756 -5.074 1.831
H -0.670 -5.626 1.877
H -2.304 -3.774 1.516
H -1.430 -1.498 1.045
H 4.120 -1.605 -0.640
H 5.147 -0.303 -0.056
H 5.697 -0.415 -2.596
H 5.263 0.868 -4.675
H 3.230 2.319 -4.786
H 1.737 2.387 -2.801
H 3.537 1.759 0.362
H 4.362 1.073 1.772
H 3.547 2.617 3.475
H 1.618 3.534 4.728
H -0.688 2.966 3.967
H -0.948 1.527 1.942
C 1.700 -3.281 -2.396
C 1.151 -2.254 -3.307
N 0.720 -1.096 -2.908
C 0.256 -0.337 -3.946
C 0.360 -0.940 -5.168
S 1.035 -2.503 -5.015
C -0.320 0.961 -3.686
C -0.801 1.825 -4.627
S -1.443 3.229 -3.889
C -1.004 2.586 -2.344
N -0.443 1.413 -2.401
C -1.282 3.307 -1.082
H 1.370 -3.059 -1.382
H 2.789 -3.283 -2.424
H 1.355 -4.268 -2.693
H 0.076 -0.551 -6.123
H -0.796 1.717 -5.691
H -1.818 4.232 -1.269
H -0.353 3.529 -0.557
H -1.883 2.660 -0.441
C -3.255 -0.224 3.822
Ge -4.663 0.304 2.510
C -4.652 2.253 2.106
C -6.457 -0.290 3.085
C -4.235 -0.756 0.830
Se -2.961 0.010 -0.458
C -4.219 1.068 -1.501
H -3.425 0.269 4.774
H -2.246 0.013 3.493
H -3.305 -1.297 3.992
H -4.697 2.822 3.030
H -5.532 2.507 1.521
H -3.768 2.565 1.554
H -6.753 0.172 4.021
H -6.481 -1.367 3.218
H -7.199 -0.030 2.336
H -5.130 -0.952 0.239
H -3.826 -1.723 1.128
H -4.654 1.854 -0.888
H -4.992 0.404 -1.876
H -3.670 1.492 -2.337

Mulliken atomic charge list, values in e, 6 entries: atom 1 (Sn): 1.376, atom 2 (C): -1.197, atom 3 (C): -0.985, atom 4 (C): 0.428, atom 5 (C): -0.870, atom 6 (C): -0.871



(2)
DFT (ωB97M-V with the def2-TZVPD basis set) results for a structure of composition C32H43AsN8S3Zr in a non-equilibrium geometry.

Summary:
net charge = +2
E_LUMO = -5.651 eV
gap between HOMO and LUMO = 0.25705 Ha
electronic energy = -5160.31838 Eh
relative energy (zero: lowest compared OMol25 entry of this formula, charge and spin) = 1.947 eV
HOMO level = -12.65 eV

Geometry (Å):
Zr -0.818 -0.219 1.347
N 1.177 0.841 0.607
C 2.226 1.062 1.619
C 1.684 0.780 3.030
N 0.876 -0.456 3.088
C 1.743 -1.652 2.956
C 1.949 -2.123 1.515
N 0.665 -2.142 0.794
C 0.169 -0.542 4.385
C -1.203 -1.248 4.246
N -1.234 -2.114 3.054
H 0.854 1.745 0.237
H 1.615 0.365 -0.214
H 3.084 0.423 1.397
H 2.589 2.095 1.609
H 2.524 0.732 3.739
H 1.057 1.627 3.332
H 2.718 -1.466 3.426
H 1.271 -2.471 3.501
H 2.632 -1.480 0.962
H 2.411 -3.117 1.549
H 0.889 -2.146 -0.208
H 0.210 -3.043 0.968
H 0.794 -1.070 5.117
H 0.004 0.460 4.790
H -1.408 -1.802 5.173
H -2.003 -0.507 4.118
H -0.728 -2.980 3.257
H -2.210 -2.397 2.913
S -3.265 -0.721 1.496
C -4.004 -0.328 -0.049
C -5.363 -0.028 -0.048
C -6.033 0.169 -1.240
C -5.358 0.034 -2.444
C -4.005 -0.256 -2.448
C -3.303 -0.408 -1.256
As -1.392 -0.814 -1.248
C -0.726 0.162 -2.825
C -1.254 1.391 -3.217
C -0.685 2.092 -4.267
C 0.426 1.588 -4.923
C 0.953 0.362 -4.549
C 0.384 -0.348 -3.504
C -1.615 -2.652 -1.936
C -1.884 -3.612 -0.960
C -2.157 -4.921 -1.312
C -2.181 -5.279 -2.652
C -1.928 -4.328 -3.630
C -1.646 -3.016 -3.279
H -5.881 0.046 0.896
H -7.083 0.416 -1.219
H -5.878 0.159 -3.380
H -3.469 -0.381 -3.383
H -2.113 1.800 -2.696
H -1.115 3.031 -4.581
H 0.869 2.149 -5.732
H 1.801 -0.044 -5.082
H 0.792 -1.313 -3.207
H -1.911 -3.297 0.088
H -2.360 -5.660 -0.552
H -2.407 -6.295 -2.936
H -1.958 -4.609 -4.672
H -1.446 -2.270 -4.042
S 2.975 -0.727 -1.429
C 4.261 0.216 -1.890
N 5.464 -0.275 -2.183
C 6.426 0.760 -2.504
C 5.591 2.051 -2.365
N 4.293 1.557 -1.928
H 5.689 -1.256 -2.183
H 6.812 0.619 -3.517
H 7.259 0.728 -1.797
H 5.516 2.589 -3.312
H 5.993 2.731 -1.610
H 3.471 2.133 -1.964
C 0.128 5.554 3.164
C -0.565 4.260 2.979
C -1.181 3.558 4.034
C -1.520 2.245 3.798
N -1.385 1.657 2.591
C -1.114 2.540 1.582
S -1.472 2.031 0.000
N -0.590 3.742 1.769
H 0.773 5.521 4.039
H -0.603 6.340 3.340
H 0.696 5.801 2.271
H -1.342 4.013 4.994
H -1.918 1.636 4.603

Mulliken atomic charge list, values in e, 6 entries: atom 1 (Zr): -0.857, atom 2 (N): 0.879, atom 3 (C): -0.829, atom 4 (C): -0.807, atom 5 (N): 0.582, atom 6 (C): -0.973